ORCA calculation (wB97M-V/def2-TZVPD) on a structure of composition C51H41ClN11NaO2S2 at a distorted geometry.

The HOMO-LUMO gap is 4.80 eV. As for the lowest unoccupied orbital energy: 2.9 eV. The value obtained for the energy relative to the best compared isomer or geometry (same formula, charge and spin) is 0.0 kcal/mol. The calculated total energy is -112651.042 eV. Its highest occupied orbital energy is -0.0704 Eh.

```
! wB97M-V def2-TZVPD RIJCOSX def2/J DEFGRID3
* xyz -2 1
Na -0.54 -0.98 1.92
N -8.46 -0.14 8.67
C -7.60 -0.29 7.91
C -6.54 -0.48 6.98
C -5.79 -1.65 7.00
C -4.76 -1.83 6.10
C -4.46 -0.85 5.15
C -5.23 0.31 5.13
C -6.25 0.50 6.03
C -3.35 -1.05 4.19
C -2.08 -1.23 4.75
C -1.75 -1.09 6.14
C -0.41 -1.39 6.26
C 0.02 -1.71 4.94
N -0.94 -1.61 4.05
C -3.71 -1.08 2.83
C -5.05 -1.09 2.33
C -4.96 -1.14 0.96
C -3.57 -1.14 0.68
N -2.83 -1.11 1.77
H -6.01 -2.41 7.74
H -4.17 -2.74 6.11
H -5.00 1.07 4.39
H -6.84 1.41 6.01
H -2.41 -0.76 6.93
H 0.19 -1.38 7.15
H 1.02 -2.01 4.65
H -5.96 -1.11 2.93
H -5.77 -1.16 0.25
H -3.10 -1.15 -0.30
S 3.07 -1.36 -0.07
C 2.88 -2.79 0.91
C 3.56 -2.83 2.12
C 3.37 -3.87 3.03
C 4.08 -3.87 4.26
N 4.68 -3.86 5.24
C 2.45 -4.89 2.71
C 1.78 -4.86 1.49
C 1.96 -3.82 0.56
S 1.09 -3.84 -0.92
C 2.21 -5.96 3.62
N 2.01 -6.83 4.34
H 4.24 -2.03 2.36
H 1.08 -5.65 1.25
O 1.47 -0.52 2.12
C 1.79 -0.03 1.10
N -2.37 8.62 -3.65
C -2.18 7.77 -2.90
C -1.94 6.74 -1.94
C -1.52 7.08 -0.65
C -1.27 6.10 0.28
C -1.44 4.75 -0.04
C -1.86 4.41 -1.33
C -2.11 5.39 -2.27
N -1.19 3.75 0.90
C -1.04 3.91 2.27
C -0.82 2.67 2.77
N -0.82 1.75 1.75
C -1.04 2.41 0.66
H -1.39 8.12 -0.40
H -0.93 6.38 1.26
H -2.01 3.37 -1.59
H -2.44 5.12 -3.26
H -1.12 4.86 2.77
H -0.65 2.37 3.79
H -1.09 1.95 -0.31
C 2.04 -2.10 -6.73
C 2.94 -2.02 -5.49
C 3.20 -3.43 -4.95
C 4.29 -1.43 -5.90
C 2.31 -1.14 -4.35
O 3.36 -0.95 -3.43
C 1.79 0.20 -4.97
C 1.64 1.45 -4.09
C 2.88 1.93 -3.37
C 2.86 2.14 -2.00
C 4.00 2.57 -1.32
C 5.16 2.80 -2.04
Cl 6.60 3.31 -1.20
C 5.20 2.63 -3.41
C 4.06 2.20 -4.07
C 1.14 -1.95 -3.70
N 0.09 -1.18 -3.06
C -0.03 -0.78 -1.78
N -1.13 -0.06 -1.64
C -1.67 -0.07 -2.88
N -0.97 -0.74 -3.77
H 2.44 -2.84 -7.42
H 1.99 -1.14 -7.25
H 1.01 -2.39 -6.47
H 3.85 -3.98 -5.64
H 2.27 -4.00 -4.83
H 3.69 -3.37 -3.98
H 4.76 -2.07 -6.66
H 4.95 -1.37 -5.04
H 4.20 -0.43 -6.32
H 3.04 -0.90 -2.51
H 0.82 -0.01 -5.42
H 2.48 0.48 -5.77
H 0.85 1.32 -3.35
H 1.32 2.26 -4.75
H 1.97 1.94 -1.43
H 3.96 2.70 -0.25
H 6.11 2.82 -3.96
H 4.09 2.06 -5.15
H 1.54 -2.64 -2.96
H 0.64 -2.52 -4.48
H 0.69 -1.02 -1.00
H -2.60 0.42 -3.12
*
```



ORCA calculation (wB97M-V/def2-TZVPD) on a cluster of 2 separate species, C10H16 in total at a distorted geometry.

The HOMO-LUMO gap is 10.06 eV. As for the lowest unoccupied orbital energy: 1.0 eV. The value obtained for the energy relative to the best compared isomer or geometry (same formula, charge and spin) is 25.3 kcal/mol. The calculated total energy is -10628.647 eV. The SMILES is Cc1ccccc1.CCC. Its highest occupied orbital energy is -0.3323 Eh.

```
! wB97M-V def2-TZVPD RIJCOSX def2/J DEFGRID3
* xyz 0 1
C -1.34 -3.16 -0.55
C 0.08 -3.67 -0.93
C -1.36 -1.77 0.09
H -2.05 -3.43 -1.35
H -1.86 -3.86 0.11
H 0.81 -2.90 -0.73
H 0.11 -3.89 -2.00
H -1.76 -1.80 1.09
H -0.42 -1.22 0.09
H 0.24 -4.62 -0.43
H -2.06 -1.14 -0.48
C 2.58 1.30 1.10
C 0.54 2.73 1.36
C 1.21 1.77 0.62
C -0.68 3.22 0.90
C -1.08 2.92 -0.39
C 0.75 1.36 -0.62
C -0.35 2.03 -1.16
H 0.91 3.08 2.31
H -1.38 3.67 1.59
H 2.91 0.52 0.41
H 2.57 1.05 2.16
H -2.00 3.29 -0.80
H 1.15 0.53 -1.20
H -0.76 1.82 -2.14
H 3.25 2.15 0.94
*
```



ORCA calculation (wB97M-V/def2-TZVPD) on a cluster of 2 separate species, C4H6N4 in total at a distorted geometry.

The HOMO-LUMO gap is 8.54 eV. As for the lowest unoccupied orbital energy: 0.1 eV. The value obtained for the energy relative to the best compared isomer or geometry (same formula, charge and spin) is 153.1 kcal/mol. The calculated total energy is -10199.302 eV. Its highest occupied orbital energy is -0.3105 Eh.

```
! wB97M-V def2-TZVPD RIJCOSX def2/J DEFGRID3
* xyz 0 1
C 1.37 -0.32 0.07
C 1.24 1.01 0.26
C -0.84 0.24 -0.14
C 0.07 -0.82 0.11
H 3.28 -1.52 0.88
H 3.43 0.03 -0.33
H 1.91 1.82 0.40
H 0.04 2.48 0.30
H 0.05 -1.97 -0.35
H -2.55 -1.58 0.74
N 2.73 -0.89 -0.27
N -0.06 1.43 -0.09
N -2.21 0.19 -0.27
N -2.92 -0.72 0.15
*
```



ORCA calculation (wB97M-V/def2-TZVPD) on a structure of composition C10H10Cl3NO2Pt at a distorted geometry.

The HOMO-LUMO gap (spin up / spin down) is 2.11 / 6.03 eV. As for the expectation value of S²: 2.013. As for the lowest unoccupied orbital energy (spin up / spin down): 4.3 / 4.3 eV. The value obtained for the energy relative to the best compared isomer or geometry (same formula, charge and spin) is 0.0 kcal/mol. The calculated total energy is -56925.139 eV. Its highest occupied orbital energy (spin up / spin down) is 0.0813 / -0.0649 Eh.

```
! wB97M-V def2-TZVPD RIJCOSX def2/J DEFGRID3
* xyz -2 3
C 1.68 -0.99 -1.76
C 0.30 -1.14 -2.14
C -0.35 -2.01 -1.16
C 0.69 -2.43 -0.23
C 1.92 -1.84 -0.65
Pt 0.17 -0.22 -0.14
C -0.79 1.61 -0.63
C 0.65 2.06 -0.59
C 1.29 2.56 -1.79
N 1.56 1.26 0.15
H -1.42 -2.29 -1.14
H -0.21 -0.67 -3.00
H 0.52 -3.14 0.60
H 2.90 -2.00 -0.17
H 2.40 -0.34 -2.25
H -1.21 1.41 -1.62
H 1.59 1.22 1.18
H -1.51 1.99 0.12
H 0.75 2.99 -2.61
H 2.37 2.34 -1.84
Cl -3.29 -1.18 3.87
C -2.25 0.11 3.27
Cl -3.15 1.49 2.57
Cl -1.22 0.78 4.56
C -1.38 -0.45 2.12
O -1.64 -1.49 1.52
O -0.39 0.35 1.80
*
```



ORCA calculation (wB97M-V/def2-TZVPD) on a structure of composition C36H39CuN5O3P2 at a distorted geometry.

The HOMO-LUMO gap (spin up / spin down) is 9.22 / 7.72 eV. As for the expectation value of S²: 0.752. As for the lowest unoccupied orbital energy (spin up / spin down): -4.7 / -6.2 eV. The value obtained for the energy relative to the best compared isomer or geometry (same formula, charge and spin) is 81.5 kcal/mol. The calculated total energy is -114761.664 eV. Its highest occupied orbital energy (spin up / spin down) is -0.5104 / -0.5104 Eh.

```
! wB97M-V def2-TZVPD RIJCOSX def2/J DEFGRID3
* xyz 2 2
Cu 1.77 0.90 0.11
O -0.08 0.43 -0.26
P -1.43 1.14 0.21
C -1.06 2.38 1.49
P 0.07 1.52 2.67
O 1.48 1.35 2.05
C 0.20 2.76 3.90
C -0.97 3.06 4.63
C -1.05 4.16 5.53
C 0.06 4.85 5.91
C 1.21 4.48 5.22
C 1.35 3.48 4.28
C -0.67 0.01 3.20
C -1.98 -0.05 3.72
C -2.53 -1.27 4.14
C -1.81 -2.41 3.77
C -0.60 -2.42 3.10
C 0.06 -1.14 2.93
C -2.15 2.20 -1.06
C -3.11 3.20 -0.78
C -3.54 4.05 -1.77
C -3.22 3.84 -3.10
C -2.29 2.89 -3.40
C -1.63 2.13 -2.37
C -2.72 -0.07 0.36
C -2.72 -1.22 -0.46
C -3.91 -1.81 -0.82
C -5.09 -1.38 -0.26
C -5.16 -0.31 0.63
C -3.94 0.37 0.94
H -1.98 2.78 1.93
H -0.65 3.22 0.96
H -1.87 2.54 4.42
H -2.05 4.27 5.98
H 0.17 5.62 6.70
H 2.15 5.02 5.48
H 2.31 3.39 3.79
H -2.51 0.89 3.92
H -3.52 -1.41 4.66
H -2.32 -3.34 3.89
H -0.15 -3.36 2.66
H 1.00 -1.11 2.44
H -3.54 3.26 0.15
H -4.44 4.65 -1.53
H -3.68 4.46 -3.87
H -1.95 2.85 -4.46
H -0.85 1.49 -2.61
H -1.73 -1.51 -0.85
H -3.83 -2.74 -1.38
H -6.01 -1.89 -0.56
H -6.08 -0.03 1.11
H -3.89 1.28 1.51
O 2.40 0.61 -1.78
C 3.79 0.72 -2.05
C 4.44 1.19 -0.78
C 5.74 1.59 -0.89
C 6.29 2.22 0.21
C 5.55 2.23 1.40
C 4.24 1.87 1.44
N 3.66 1.36 0.30
H 2.10 -0.38 -2.02
H 3.91 1.55 -2.89
H 4.03 -0.32 -2.34
H 6.11 1.37 -1.85
H 7.26 2.71 0.20
H 6.13 2.66 2.27
H 3.51 2.04 2.23
C -0.79 -4.98 -4.64
C 0.53 -5.69 -4.25
C 0.75 -5.93 -2.78
C 1.70 -4.85 -4.72
N 2.11 -3.78 -3.80
C 3.19 -3.66 -3.00
N 3.18 -2.47 -2.44
N 2.07 -1.87 -2.93
N 1.46 -2.64 -3.70
H -1.69 -5.46 -4.22
H -0.90 -4.89 -5.78
H -0.81 -3.92 -4.37
H 0.61 -6.61 -4.80
H 0.55 -5.00 -2.25
H 1.73 -6.32 -2.54
H 0.08 -6.76 -2.57
H 1.44 -4.31 -5.62
H 2.57 -5.37 -4.97
H 3.96 -4.39 -2.86
*
```